{"formula": "C22H41BCrN7P", "method": "ωB97M-V/def2-TZVPD", "e_homo_ev": [-5.62, -7.76], "lumo_energy_ev": [0.3, 0.2], "max_force_ha_per_bohr": 0.1394, "spin_multiplicity": 5, "elements": ["H", "N", "B", "N", "C", "Cr", "H", "C", "H", "C", "H", "C", "H", "H", "H", "N", "N", "N", "N", "C", "C", "H", "H", "C", "C", "C", "C", "H", "H", "H", "H", "H", "C", "C", "C", "C", "P", "N", "C", "C", "C", "C", "C", "C", "C", "C", "H", "H", "H", "H", "H", "H", "H", "H", "H", "H", "H", "H", "H", "H", "H", "H", "H", "H", "H", "H", "H", "H", "H", "H", "H", "H", "H"], "positions_angstrom": [[2.00173, 3.63172, 0.19233], [1.56859, 1.85547, -0.87493], [0.20829, 0.35301, -2.67330], [0.87682, 1.64886, -2.08390], [1.03966, 2.74695, -2.82848], [2.43631, 0.67234, 0.46583], [0.73080, 2.64281, -3.86339], [1.55469, 3.76623, -2.03685], [1.68267, 4.78216, -2.35646], [1.80887, 3.18659, -0.77931], [0.37140, 0.38894, -3.90465], [-2.09574, -3.57738, 1.18690], [-1.27853, -3.94903, 1.81282], [-1.76251, -2.73475, 0.56454], [-2.44924, -4.39661, 0.55641], [-1.48621, 0.09514, -2.62786], [1.26436, -0.66089, -2.11172], [-2.14573, 0.13788, -1.41224], [1.92024, -0.72968, -0.86510], [-2.45760, -0.18366, -3.59479], [1.79457, -1.60406, -2.90066], [-2.24222, -0.21148, -4.65013], [1.53737, -1.56154, -3.94952], [-3.68857, -0.41423, -2.95264], [2.54212, -2.47783, -2.11951], [-3.41706, -0.24151, -1.56887], [2.50857, -1.95287, -0.81398], [-4.64533, -0.66664, -3.35503], [2.99580, -3.38079, -2.46532], [-4.03559, -0.36071, -0.68402], [2.68957, -2.41574, 0.14420], [-2.88482, -3.28853, 1.80153], [3.81110, 1.71708, 2.65441], [3.25533, 0.41052, 3.27083], [3.75193, -0.74835, 2.36971], [3.83030, 0.16754, 4.65410], [1.40524, 0.57649, 3.32686], [1.25984, 0.58586, 1.69429], [0.53741, -0.82886, 4.15278], [0.57326, -0.75906, 5.70838], [-0.93464, -0.90342, 3.70026], [1.16875, -2.16773, 3.74201], [0.74409, 2.19148, 3.97830], [1.50164, 2.65310, 5.24628], [0.86705, 3.28638, 2.90593], [-0.76292, 2.15582, 4.33406], [4.88171, 1.54937, 2.47758], [3.69902, 2.55779, 3.34755], [3.36414, 2.01314, 1.66267], [4.84966, -0.69054, 2.36185], [3.46356, -1.72107, 2.77012], [3.42511, -0.73871, 1.30051], [3.56170, 0.93607, 5.38828], [3.57288, -0.82289, 5.05608], [4.92154, 0.19248, 4.51938], [0.00742, 0.07653, 6.14089], [0.09589, -1.68379, 6.07528], [1.59444, -0.73496, 6.11450], [-1.01579, -0.78849, 2.61100], [-1.34996, -1.88754, 3.98518], [-1.55962, -0.14592, 4.18331], [1.19841, -2.28017, 2.65059], [2.16919, -2.30508, 4.16439], [0.54700, -2.98435, 4.14688], [2.55614, 2.90410, 5.06410], [1.00288, 3.57779, 5.58645], [1.43932, 1.92469, 6.06808], [0.33599, 2.98747, 1.99637], [0.40672, 4.21606, 3.28209], [1.90582, 3.51730, 2.64923], [-1.37516, 1.78586, 3.50188], [-0.97329, 1.57892, 5.24267], [-1.08984, 3.19015, 4.54116]], "atomic_forces_ev_per_a": [[0.50, -0.13, -0.37], [-2.79, 1.76, -0.62], [-0.08, 0.26, -0.71], [1.36, 0.83, 0.68], [-0.70, 0.09, 0.53], [2.05, 0.47, -2.31], [-0.03, 0.64, 0.22], [-0.01, 0.23, -0.14], [0.12, 0.17, 0.10], [-0.53, -1.06, -1.70], [-0.03, -0.05, 0.78], [1.37, -0.56, -1.12], [-0.03, 0.13, -0.15], [-0.08, -0.29, 0.22], [0.13, 0.12, -0.05], [-0.63, 0.50, 1.34], [1.60, -0.62, 0.41], [0.77, -0.91, 0.23], [-2.58, -3.02, -1.39], [0.05, -0.18, 1.19], [-0.56, -0.43, 0.72], [0.19, -0.03, 0.02], [0.06, -0.46, 0.10], [1.51, 0.24, 0.33], [-0.11, -0.18, 0.06], [1.59, 0.71, -1.04], [-0.62, 1.16, -1.97], [-0.13, -0.09, -0.49], [0.17, -0.31, -0.01], [0.00, 0.18, -0.35], [0.72, 0.20, -0.09], [-1.36, 0.65, 1.09], [0.46, -0.05, 0.30], [-0.03, 0.19, 0.94], [-0.11, 0.11, 0.18], [1.18, 0.09, 0.18], [-0.42, 0.07, -5.45], [-4.07, -0.40, 5.89], [-0.23, -0.40, 1.03], [-0.05, -0.26, -0.03], [-0.29, 0.11, -0.14], [0.06, -0.25, -0.02], [0.18, 0.69, 1.09], [-0.31, 0.35, 0.16], [0.06, 0.09, -0.26], [-0.08, 0.01, 0.03], [-0.08, 0.21, 0.10], [0.08, -0.08, -0.27], [0.25, -0.14, 0.91], [-0.20, -0.06, -0.03], [0.07, 0.13, -0.22], [0.35, -0.21, 0.78], [0.02, -0.19, -0.20], [-0.01, 0.31, -0.17], [-0.01, -0.07, 0.49], [0.20, -0.18, -0.26], [0.17, 0.28, -0.03], [-0.25, 0.01, -0.14], [0.01, -0.04, 0.20], [0.26, 0.33, -0.13], [0.18, -0.28, -0.18], [0.03, 0.08, 0.22], [-0.11, 0.03, -0.10], [0.16, 0.30, -0.13], [-0.31, -0.14, 0.02], [0.27, -0.26, 0.04], [0.06, 0.17, -0.24], [0.16, -0.02, 0.11], [0.17, -0.33, 0.01], [-0.20, -0.06, 0.01], [0.21, 0.09, 0.21], [0.02, 0.08, -0.31], [0.22, -0.32, -0.09]], "mulliken_spin": [-0.024, -0.087, 0.014, 0.036, 0.017, 3.723, 0.000, 0.024, 0.001, 0.093, 0.001, -0.001, 0.000, 0.001, 0.000, 0.002, 0.038, -0.001, -0.023, 0.000, 0.013, 0.000, -0.001, 0.000, 0.021, 0.000, 0.056, 0.000, 0.002, 0.000, -0.013, 0.000, 0.079, -0.053, -0.052, -0.003, -0.085, 0.157, 0.000, 0.005, 0.003, 0.003, 0.015, 0.003, 0.024, 0.000, -0.047, 0.015, 0.008, -0.043, 0.002, 0.079, 0.002, 0.002, 0.000, 0.001, -0.001, -0.001, -0.001, 0.001, 0.001, -0.001, 0.001, -0.001, 0.001, 0.000, 0.000, -0.004, 0.000, -0.004, -0.002, 0.000, 0.001]}

***

{"formula": "C16H26GdIOP2", "method": "ωB97M-V/def2-TZVPD", "e_homo_ev": [-14.38, -15.12], "lumo_energy_ev": [-8.2, -9.9], "max_force_ha_per_bohr": 0.0600, "charge": 2, "spin_multiplicity": 8, "elements": ["C", "I", "H", "H", "H", "Gd", "P", "C", "C", "H", "H", "H", "H", "H", "H", "C", "H", "H", "H", "P", "C", "C", "H", "H", "H", "C", "H", "H", "H", "H", "H", "H", "C", "O", "C", "C", "C", "C", "C", "C", "C", "C", "H", "H", "H", "H", "H"], "positions_angstrom": [[-1.54288, -0.86632, -2.50770], [-2.20466, 2.32383, -1.75607], [-2.27569, -0.30280, -3.10325], [-1.95719, -1.86173, -2.28616], [-0.68850, -1.11292, -3.16343], [-0.47520, 0.06245, -0.56464], [-2.99406, -0.88971, 0.35120], [-2.60504, -2.14225, 1.62413], [-4.01987, 0.29100, 1.30426], [-5.00209, -0.18872, 1.38861], [-5.21410, -1.89028, -0.07054], [-4.11267, 1.24459, 0.76826], [-4.53316, -1.07657, -1.51130], [-1.98439, -1.67277, 2.39312], [-3.62378, 0.50276, 2.30528], [-4.29467, -1.71855, -0.65201], [-3.53127, -2.52589, 2.06206], [-3.95207, -2.67896, -1.05955], [-2.02436, -2.95442, 1.18080], [1.44353, 0.92061, -2.45089], [3.03196, 0.16447, -1.98165], [1.32261, 0.75698, -4.27350], [0.81777, 3.21603, -2.11940], [2.23413, 3.10645, -3.23594], [2.44789, 2.88487, -1.46161], [1.77936, 2.71688, -2.31302], [0.31753, 1.07297, -4.57476], [2.06604, 1.38974, -4.76759], [3.80552, 0.65418, -2.59523], [2.96043, -0.92094, -2.17017], [1.45304, -0.28504, -4.58144], [3.28298, 0.29279, -0.91346], [0.44213, -2.65546, -0.06969], [0.26803, -3.66144, -0.67336], [0.80940, -1.66710, 0.68550], [1.18687, -0.52748, 1.20979], [1.79890, 0.14924, 2.29516], [1.88692, -0.48998, 3.55612], [2.47968, 0.13512, 4.65102], [3.01815, 1.43072, 4.52470], [2.91032, 2.10624, 3.30183], [2.32517, 1.47729, 2.19656], [1.46193, -1.49299, 3.65640], [2.50759, -0.36411, 5.61683], [3.47868, 1.93222, 5.38008], [3.25714, 3.14200, 3.19025], [2.24194, 1.97302, 1.21439]], "atomic_forces_ev_per_a": [[-0.71, -1.70, -1.61], [-0.46, 0.35, -0.32], [0.14, -0.05, 0.42], [-0.22, 0.45, 0.29], [0.25, 0.69, 0.51], [-0.22, 1.16, -0.15], [-1.46, -0.63, 0.38], [0.34, 0.11, -0.07], [0.07, 0.35, -0.07], [0.14, 0.31, 0.15], [0.43, 0.10, -0.09], [-0.14, -0.29, 0.13], [-0.06, -0.14, 0.22], [-0.16, -0.12, 0.07], [-0.01, -0.16, -0.27], [0.17, 0.07, -0.46], [0.19, 0.00, -0.01], [0.02, 0.23, 0.18], [-0.22, -0.10, 0.08], [0.55, 0.89, -0.68], [0.22, -0.21, -0.11], [-0.20, -0.38, 0.19], [0.46, 0.13, -0.18], [-0.11, -0.06, 0.40], [-0.09, 0.15, -0.17], [-0.24, 0.02, 0.25], [0.19, 0.02, -0.03], [-0.08, -0.18, 0.10], [-0.03, -0.51, 0.25], [0.33, 0.43, -0.10], [0.01, 0.14, -0.01], [-0.21, 0.12, -0.44], [0.32, -2.86, -1.12], [-0.05, 2.48, 1.28], [1.35, 1.11, 1.55], [-0.14, -1.52, -0.18], [0.48, 0.70, 0.55], [-0.01, -0.39, 0.35], [-0.01, 0.31, -0.34], [-0.45, -0.27, -0.28], [-0.21, -0.02, -0.80], [-0.36, -0.19, -0.17], [0.21, 0.33, 0.06], [0.04, 0.01, -0.26], [-0.17, -0.25, -0.29], [-0.03, -0.59, 0.12], [0.17, -0.04, 0.67]], "mulliken_spin": [0.551, 0.873, 0.011, -0.033, -0.018, 4.688, 0.003, 0.027, 0.013, 0.005, 0.002, 0.003, 0.001, -0.001, 0.004, 0.001, 0.008, 0.000, -0.003, -0.059, 0.018, -0.003, 0.002, 0.000, 0.000, 0.007, 0.002, 0.000, 0.003, 0.000, 0.001, 0.001, 0.345, 0.203, 0.278, 0.083, -0.122, 0.032, -0.005, 0.028, -0.002, 0.048, 0.000, 0.001, 0.001, 0.000, 0.005]}